ORCA calculation (ωB97M-V/def2-TZVPD) on the molecule C8H12BN3O2 at a distorted geometry.

Structure (XYZ):
```
26
Properties=species:S:1:pos:R:3:forces:R:3
N -0.64188 1.25662 1.72820 -0.156 5.376 2.263
O 3.00082 -1.89536 -3.92376 -2.394 0.120 -0.484
O 0.59998 -1.84982 -4.39802 1.747 -0.064 0.585
B 1.68197 -1.70006 -3.47127 0.091 0.259 -0.048
C -1.24190 2.01289 2.62551 4.067 -1.594 -1.436
C 1.54380 -0.00948 -1.44493 -2.108 -1.796 0.624
C 0.49630 -2.21066 -1.37256 -0.651 1.902 1.579
C 0.74561 0.41548 -0.38550 -0.255 -0.681 -0.878
C -0.24586 -1.82717 -0.25837 0.316 1.301 1.218
C 1.35897 -1.31588 -1.95515 0.735 0.899 -1.897
C -0.16152 -0.48379 0.23073 2.330 -1.359 -1.486
N -2.15089 1.59912 3.54223 -1.914 2.039 0.400
N -0.66317 3.25875 2.94043 -1.164 1.558 0.808
C -0.92536 -0.03885 1.38819 -2.720 -0.891 1.132
H 2.86333 -2.08098 -4.87110 0.615 -0.015 0.191
H -0.30871 -1.67338 -4.12633 0.513 0.054 0.397
H 2.01630 0.75198 -1.98168 1.218 0.720 -0.832
H 0.29621 -3.07383 -1.90601 -0.368 -2.008 -0.501
H 0.74603 1.49215 -0.25717 -0.151 -0.299 0.874
H -0.85113 -2.52632 0.32882 -0.025 0.150 -0.499
H -2.05877 0.72459 3.93885 0.291 -2.412 0.215
H -2.29727 2.24431 4.30746 -0.017 0.122 -0.260
H 0.18449 3.60513 2.53274 -0.044 -0.616 -0.669
H -1.15010 4.04208 3.44848 0.347 -1.823 -0.876
H -0.86384 -0.70227 2.28266 0.078 -0.237 -0.614
H -1.97338 -0.01525 1.05754 -0.382 -0.707 0.195
```
Forces are in eV/Å.

Calculated values
SMILES = NC(N)=NCc1ccc(B(O)O)cc1
Relative energy (zero: lowest compared OMol25 entry of this formula, charge and spin) = 31.62 kcal per mole
Orbital gap = 8.88 eV
Maximum force = 5.835 eV/Å
Energy = -17733.9901 eV
Total charge = 0
Lowest unoccupied orbital energy = 0.7 eV
Multiplicity = 1
M = 193.015 g mol⁻¹

***

ORCA calculation (ωB97M-V/def2-TZVPD) on a cluster of 2 separate species, C8H12Br2ClO4S2 in total at a distorted geometry.

Structure (XYZ):
```
29
Properties=species:S:1:pos:R:3:forces:R:3
C 3.02933 -2.12319 0.87562 0.322 0.244 0.370
C 3.65467 -1.12777 1.53837 -0.723 -0.258 -0.483
C 3.29401 0.33463 1.47124 1.632 0.474 -0.703
S 2.00478 0.67750 0.23346 -0.362 -0.441 -0.728
Cl 2.71995 2.23183 -0.78780 0.054 -0.331 0.204
C 0.54446 1.33442 1.03571 -0.577 1.091 0.586
Br 0.13051 3.17159 0.83009 0.279 -0.375 -0.017
C -0.24720 0.52296 1.75229 0.194 -0.487 -0.191
C 0.03430 -0.94514 1.90752 0.329 0.536 0.299
Br -1.77630 1.13709 2.64083 0.166 0.013 -0.214
H 2.69301 -2.97488 1.45593 1.409 -0.967 -0.472
H 2.84760 -2.12004 -0.19272 -1.401 0.628 0.160
H 4.47437 -1.36993 2.20698 -0.834 0.070 1.211
H 2.96162 0.70524 2.43859 -0.194 -0.123 0.101
H 4.16809 0.92721 1.18584 -0.188 0.362 -0.025
H 1.10110 -1.05394 2.08122 0.105 -0.326 -0.155
H -0.44228 -1.34069 2.79571 -0.284 -0.092 -0.054
H -0.26419 -1.49169 1.01644 -0.075 -0.137 -0.059
C -3.14644 1.37914 -1.95994 0.164 0.331 -0.274
C -3.54590 0.44392 -3.08109 -0.482 -0.081 0.163
O -2.46098 -0.49843 -3.15760 0.317 0.245 0.161
S -1.85812 -0.73900 -1.70564 -0.520 0.261 -0.325
O -2.40840 -1.91674 -1.14691 0.198 -0.132 0.269
O -0.45042 -0.54402 -1.76300 0.308 -0.058 0.148
O -2.52664 0.52325 -0.98334 -0.068 -0.207 -0.074
H -2.40801 2.11073 -2.29309 -0.012 -0.004 -0.008
H -3.99573 1.89518 -1.52191 0.021 -0.139 0.204
H -3.66879 0.95524 -4.03072 0.225 -0.124 -0.096
H -4.45837 -0.10447 -2.84209 -0.004 0.026 0.003
```
Forces are in eV/Å.

Calculated values
Orbital gap = 7.82 eV
Maximum force = 1.839 eV/Å
Energy = -190947.1651 eV
Total charge = +1
Lowest unoccupied orbital energy = -4.8 eV
Multiplicity = 1
M = 431.575 g mol⁻¹

***

ORCA calculation (ωB97M-V/def2-TZVPD) on a structure of composition C8H12CaNbO at a distorted geometry.

Structure (XYZ):
```
23
Properties=species:S:1:pos:R:3:forces:R:3
O 0.50290 -1.34367 -2.35070 -0.009 0.424 1.012
C 0.34799 -1.10454 -1.16768 -0.208 -0.256 -0.805
C 1.45603 -1.32272 -0.16038 1.120 0.140 -0.615
Nb 2.18408 0.56772 0.61967 -4.675 -2.102 1.369
C -0.94145 -0.55660 -0.61131 0.128 -0.239 -0.004
C -1.71985 -1.33445 0.24555 0.128 0.071 0.074
C -2.89348 -0.81725 0.77136 0.060 -0.107 0.027
C -3.28563 0.47602 0.45512 -0.052 0.106 -0.031
C -2.51780 1.24587 -0.40739 -0.013 0.060 0.063
C -1.34703 0.72899 -0.94784 -0.060 0.060 -0.088
H 1.10627 -1.82951 0.75382 -0.085 0.350 0.168
H 2.24304 -1.92955 -0.61584 -0.122 -0.098 0.006
H 3.72185 0.38016 -0.44380 -0.038 -0.607 -0.371
H 3.24029 -0.21277 1.89590 1.000 0.638 -0.794
H 0.74815 1.01844 1.59837 0.323 0.580 0.173
H 1.69515 1.47708 -0.89667 1.405 0.181 0.093
H 3.14886 2.15500 1.04176 1.055 -0.005 -0.679
H -1.41217 -2.34585 0.49330 -0.022 0.070 -0.014
H -3.49997 -1.42317 1.43371 0.023 0.029 -0.048
H -4.19729 0.88012 0.88060 0.068 -0.016 -0.058
H -2.83174 2.25215 -0.66155 0.027 -0.086 0.009
H -0.75716 1.32030 -1.63836 -0.003 -0.035 -0.005
Ca 5.00895 1.71824 -0.28765 -0.050 0.842 0.518
```
Forces are in eV/Å.

Calculated values
Orbital gap = 6.07 eV
Maximum force = 5.305 eV/Å
Energy = -30513.5028 eV
Total charge = +1
Lowest unoccupied orbital energy = -5.6 eV
Multiplicity = 1
M = 257.167 g mol⁻¹

***

ORCA calculation (ωB97M-V/def2-TZVPD) on the ion C8H12Cl2N3O with charge +1 at a distorted geometry.

Structure (XYZ):
```
26
Properties=species:S:1:pos:R:3:forces:R:3
C 0.60583 -0.21572 -1.21117 -0.125 -0.090 0.542
C 1.05848 2.09229 -0.54960 0.096 -2.757 -0.328
C -3.06192 -1.56315 -0.93433 -0.407 -4.748 -2.760
C -2.47392 -0.94468 0.01175 2.015 1.458 2.922
C 2.52065 0.49233 0.56306 -0.995 0.480 0.519
C 0.56739 -1.07545 -0.14026 0.867 -0.459 -1.146
C -1.49527 -1.63709 0.94924 -2.411 1.474 1.089
C -0.14686 -0.95775 1.18222 -0.636 -0.112 -0.727
N 0.44689 1.14774 -1.18093 -1.157 1.564 0.143
N 2.34507 1.66549 -0.03513 1.499 0.116 -1.375
N 0.78000 3.41335 -0.44560 -0.225 -0.244 -0.964
O -0.09921 0.35126 1.73401 -0.347 -0.475 -0.116
Cl 3.96688 -0.34710 0.56509 -0.151 0.226 -0.227
Cl 1.05688 -2.75249 -0.56464 -0.446 1.168 0.415
H 0.58082 -0.74865 -2.18010 0.527 0.895 0.293
H -3.57514 -1.13618 -1.76344 -0.832 0.460 -0.049
H -2.91999 -2.74526 -1.03224 -0.175 2.674 0.116
H -2.67239 0.09989 0.22391 0.063 0.274 -0.297
H 1.70449 0.20892 1.24120 1.040 0.387 0.019
H -1.99062 -1.76210 1.96072 0.637 -0.064 -0.988
H -1.26756 -2.57473 0.50605 0.035 -1.051 0.069
H 0.19647 -1.67186 1.88913 1.496 -0.076 0.843
H 3.00344 1.92767 -0.81684 -0.029 -0.373 1.525
H 0.17294 3.75021 -1.19686 0.083 -0.004 0.576
H 1.48687 4.07925 -0.12582 -0.299 -0.636 -0.071
H -0.79023 0.90380 1.35059 -0.124 -0.087 -0.023
```
Forces are in eV/Å.

Calculated values
SMILES = C=CC[C@H](O)\C(Cl)=C/N=C(N)\[NH+]=C\Cl
Relative energy (zero: lowest compared OMol25 entry of this formula, charge and spin) = 39.69 kcal per mole
Orbital gap (alpha / beta) = 7.99 / 7.99 eV
Maximum force = 5.507 eV/Å
Energy = -40043.3027 eV
Total charge = +1
Lowest unoccupied orbital energy (alpha / beta) = -4.5 / -4.5 eV
Multiplicity = 1
M = 237.110 g mol⁻¹

***

ORCA calculation (ωB97M-V/def2-TZVPD) on a structure of composition C8H12Cl2OPr at a distorted geometry.

Structure (XYZ):
```
24
Properties=species:S:1:pos:R:3:forces:R:3
Pr 0.80005 -0.70903 1.70710 -2.467 -2.124 3.609
Cl 1.32753 -3.19308 1.13480 0.094 -1.224 -0.074
Cl 1.77819 0.68447 3.71048 0.034 0.392 0.995
C 2.39311 0.12213 0.64296 0.442 1.398 -2.473
H 2.75425 1.13312 0.84085 0.295 -0.091 -0.174
H 3.01575 -0.47609 -0.02938 0.081 0.337 -0.105
C -0.21772 0.99452 0.28552 -3.638 -0.255 3.622
C 0.86862 0.41783 -0.31487 5.667 0.581 -4.923
H -0.03927 1.71032 1.10212 0.011 0.322 -0.552
C 0.60840 -0.77355 -1.29195 -0.302 0.532 0.585
H 1.33233 1.17794 -0.96801 0.796 -0.332 -0.280
C -0.50608 -0.34754 -2.25236 0.163 -0.093 0.184
H 1.53594 -1.00393 -1.83155 -0.185 0.047 0.192
H 0.33173 -1.68778 -0.73449 -0.139 0.113 -0.382
C -1.78342 0.00614 -1.49424 -0.169 -0.033 0.274
H -0.16048 0.52755 -2.81761 0.032 -0.028 0.032
H -0.70339 -1.14168 -2.98017 -0.063 0.048 -0.004
C -1.58173 0.99827 -0.32483 -0.430 0.344 -0.130
H -2.51743 0.42076 -2.19513 -0.005 -0.090 0.088
H -2.22252 -0.91731 -1.09513 0.115 -0.011 -0.056
H -1.83136 2.01320 -0.67669 -0.092 0.027 -0.254
H -2.33151 0.77815 0.45166 -0.128 0.116 -0.301
O -1.66345 -0.30647 5.08130 0.894 -0.162 -1.878
C -1.18754 -0.42794 4.04961 -1.008 0.185 2.003
```
Forces are in eV/Å.

Calculated values
Relative energy (zero: lowest compared OMol25 entry of this formula, charge and spin) = 26.59 kcal per mole
Orbital gap (alpha / beta) = 5.65 / 5.63 eV
Maximum force = 7.529 eV/Å
Energy = -49652.4983 eV
Total charge = -1
Lowest unoccupied orbital energy (alpha / beta) = 2.9 / 2.9 eV
Multiplicity = 3
M = 335.997 g mol⁻¹

***

ORCA calculation (ωB97M-V/def2-TZVPD) on the molecule C8H12ClNO2 at a distorted geometry.

Structure (XYZ):
```
24
Properties=species:S:1:pos:R:3:forces:R:3
C -2.13805 0.96307 0.63931 4.188 -7.371 7.927
C 1.91378 -0.59245 -0.41959 0.480 -0.315 -1.137
C 0.63251 -1.59174 -0.40734 1.170 -0.807 0.722
C 0.01556 0.08861 -1.78564 1.631 0.006 -0.365
C 1.22256 0.71310 -0.97703 -2.192 -4.046 2.625
C -0.59793 -0.65469 -0.60884 4.111 0.095 0.546
C 0.45539 1.29566 0.26202 -0.846 0.879 -1.055
C -0.77780 0.22167 0.66032 2.597 0.829 -1.975
N -0.48304 -0.51408 1.92373 -3.334 3.994 0.388
O -2.38497 1.83020 -0.13029 -2.046 6.529 -6.458
O -3.10973 0.44593 1.43138 -2.445 0.870 -0.216
Cl 1.54151 1.86444 1.56991 -0.172 -0.451 0.124
H 2.46856 -0.35813 0.55326 -1.036 -0.671 -1.175
H 2.71692 -0.98295 -1.16826 -1.411 0.631 1.310
H 0.76616 -2.33921 -1.25597 -0.425 1.008 1.074
H 0.56281 -2.17600 0.53278 0.135 0.104 -0.685
H -0.57823 0.82106 -2.24211 -1.098 1.298 -0.471
H 0.23989 -0.67948 -2.64090 0.082 1.463 1.671
H 1.89647 1.38198 -1.32919 1.711 2.106 -1.599
H -1.40997 -1.11267 -0.95718 -3.557 -2.266 -0.692
H 0.05762 2.26729 -0.07948 -0.416 -0.580 0.192
H 0.41814 -0.91294 1.87623 1.133 -0.118 0.119
H -2.90655 -0.32002 1.94855 1.109 -0.739 0.104
H -0.52159 0.34136 2.60432 0.631 -2.449 -0.975
```
Forces are in eV/Å.

Calculated values
Relative energy (zero: lowest compared OMol25 entry of this formula, charge and spin) = 23.24 kcal per mole
Orbital gap (alpha / beta) = 6.05 / 6.54 eV
Maximum force = 11.606 eV/Å
Energy = -26591.8111 eV
Total charge = 0
Lowest unoccupied orbital energy (alpha / beta) = 0.8 / -3.4 eV
Multiplicity = 3
M = 189.642 g mol⁻¹

***

ORCA calculation (ωB97M-V/def2-TZVPD) on a structure of composition C8H12CrF12O16S4 at a distorted geometry.

Structure (XYZ):
```
53
Properties=species:S:1:pos:R:3:forces:R:3
Cr 0.39153 -0.28899 -0.19614 -1.011 0.749 0.560
C 3.94232 -0.97755 2.58497 -1.400 0.255 -0.441
F 4.31215 -0.84955 1.28823 0.317 0.168 0.297
F 3.87836 -2.30345 2.81518 0.051 0.039 0.116
F 4.87970 -0.46169 3.37332 0.520 -0.192 -0.093
S 2.31492 -0.06086 2.92818 0.041 0.345 1.182
O 2.79431 1.28378 3.13960 -0.054 -0.416 -0.592
O 1.49444 -0.28099 1.74167 0.410 -0.446 0.186
O 1.83394 -0.71719 4.13089 0.174 -0.179 -0.662
C -2.69662 -3.43363 0.50766 0.405 0.754 -0.855
F -3.79542 -4.11232 0.14952 0.004 -0.057 0.095
F -3.07099 -2.28808 1.08049 -0.069 -0.291 0.012
F -2.01419 -4.16167 1.38673 -0.046 -0.010 0.062
S -1.64880 -3.06272 -1.01499 -0.406 -0.968 -0.327
O -1.12838 -4.36925 -1.36608 -0.042 0.430 0.154
O -2.55034 -2.47868 -1.99536 0.291 0.069 0.650
O -0.63016 -2.15178 -0.50408 0.197 0.076 0.426
C 3.04242 2.65760 -1.74588 -0.939 -0.538 1.011
F 3.48662 3.75599 -2.34362 0.079 0.277 -0.095
F 2.68478 1.77339 -2.69593 0.434 0.419 -0.310
F 4.05504 2.10602 -1.06313 0.136 0.078 -0.040
S 1.54131 2.95845 -0.62295 -0.289 1.134 0.100
O 0.61863 3.62748 -1.52474 0.253 -0.868 -0.064
O 1.17766 1.58533 -0.24410 0.445 0.624 -0.423
O 1.97898 3.79049 0.46808 0.382 -0.722 -0.515
C -2.88608 0.96276 3.15911 0.690 -0.730 -1.128
F -2.88209 -0.35623 2.86332 -0.019 0.014 0.271
F -4.11577 1.39306 2.84221 -0.277 0.323 0.125
F -2.71257 1.08496 4.46114 -0.148 0.169 0.543
S -1.52539 1.83636 2.17348 0.546 0.764 0.807
O -2.25196 2.95768 1.60493 0.098 -0.439 -0.238
O -0.56076 2.18295 3.18867 -0.388 -0.325 -0.350
O -1.08008 0.82560 1.21512 -0.569 0.018 0.197
C -2.24682 1.43762 -1.35024 1.445 0.349 -0.359
C -3.51442 1.30936 -0.59058 -1.092 0.024 0.300
O -4.50072 0.55583 -1.35852 0.432 0.311 0.215
O -1.50746 0.20847 -1.53898 -1.006 0.499 -0.352
H -1.52798 2.10788 -0.88004 -0.372 0.009 0.403
H -2.41598 1.92265 -2.32041 -0.330 -0.345 -0.128
H -3.89265 2.31476 -0.37699 0.048 0.014 -0.202
H -3.44367 0.83275 0.38684 0.576 -0.080 -0.217
H -5.01348 0.11234 -0.67943 -0.148 -0.212 -0.226
H -2.15833 -0.44318 -1.85513 0.342 -0.287 0.166
C 2.85804 -1.48543 -1.65254 -0.170 -0.145 -0.123
C 1.98092 -1.13226 -2.83534 0.057 -0.205 -1.290
O 1.09082 -0.12237 -2.40479 0.052 -0.685 0.368
O 2.02561 -1.79909 -0.53840 0.871 0.393 -0.037
H 3.48227 -0.60471 -1.48675 -0.235 -0.012 0.782
H 3.54136 -2.32179 -1.79634 -0.035 -0.014 -0.558
H 1.44832 -1.98910 -3.26833 -0.159 -0.109 0.439
H 2.59128 -0.75234 -3.66730 0.218 0.062 0.212
H 0.47054 0.16577 -3.07898 -0.124 -0.137 0.019
H 1.85481 -2.74442 -0.49324 -0.188 0.048 -0.073
```
Forces are in eV/Å.

Calculated values
Orbital gap (alpha / beta) = 7.46 / 8.17 eV
Maximum force = 1.530 eV/Å
Energy = -145628.1114 eV
Total charge = -2
Lowest unoccupied orbital energy (alpha / beta) = 4.1 / 4.0 eV
Multiplicity = 5
M = 772.408 g mol⁻¹

***

ORCA calculation (ωB97M-V/def2-TZVPD) on the molecule C8H12F5P at a distorted geometry.

Structure (XYZ):
```
26
Properties=species:S:1:pos:R:3:forces:R:3
C -0.37292 0.55050 1.09909 -2.800 -2.550 -0.037
C 0.65338 -0.26704 0.30962 1.748 -0.570 -1.296
C -1.84376 0.77571 0.48450 2.422 -0.387 0.689
C -2.55061 -0.59549 0.33920 -0.540 0.851 -0.071
C 0.23570 -1.75466 0.17784 -3.439 1.936 1.273
C 1.96608 -0.34071 1.07472 1.034 0.384 1.669
C 1.69320 1.73628 -1.10502 3.002 -1.122 -0.721
C 1.03302 0.27478 -1.12913 0.034 1.268 1.285
F -1.79562 1.37562 -0.74022 -0.079 -0.372 -0.020
F -2.50849 1.63506 1.28185 -0.294 -0.408 0.123
F -3.66351 -0.41862 -0.42363 0.080 -0.350 0.016
F -2.98036 -1.05382 1.55567 0.766 0.100 -0.965
F 1.04244 -2.49548 -0.58967 1.769 -1.167 -1.114
P -1.35027 -1.72603 -0.58823 -0.183 -1.652 0.524
H -0.62769 -0.10737 2.00908 0.639 1.390 -0.807
H -0.06608 1.52684 1.32034 0.794 1.257 0.648
H 2.16226 0.58271 1.60616 -0.407 0.404 0.610
H 2.90203 -0.31388 0.48966 -0.626 -0.955 -0.330
H 1.96297 -1.15353 1.84615 0.129 0.591 -0.827
H 0.97114 2.56153 -1.07677 0.145 -0.403 0.060
H 2.48326 1.94892 -2.00023 -2.219 -0.641 1.745
H 2.41060 1.78093 -0.21291 -1.231 0.233 -1.029
H 1.62603 -0.56152 -1.56175 -0.231 1.090 -0.096
H 0.07286 0.38879 -1.58574 -0.306 -0.096 -1.122
H -2.03380 -3.00866 -0.64040 0.496 0.950 0.093
H -1.42186 -1.34085 -1.94020 -0.702 0.219 -0.298
```
Forces are in eV/Å.

Calculated values
SMILES = CC[C@@]1(C)CC(F)(F)C(F)(F)[PH2]=C1F
Relative energy (zero: lowest compared OMol25 entry of this formula, charge and spin) = 47.30 kcal per mole
Orbital gap = 8.38 eV
Maximum force = 4.147 eV/Å
Energy = -31362.8759 eV
Total charge = 0
Lowest unoccupied orbital energy = 0.8 eV
Multiplicity = 1
M = 234.148 g mol⁻¹